(1)
Formula: C6H3NO2S
Source: the Open Molecules 2025 dataset
Level of theory: ωB97M-V/def2-TZVPD

Structure (XYZ):
```
13
Properties=species:S:1:pos:R:3:nbo_charge:R:1
S 1.317 -1.411 0.132 1.431
O 0.759 -0.898 1.355 -0.892
O 2.539 -0.064 -0.518 -0.513
N 2.423 1.257 -0.309 -0.052
C -0.208 -1.541 -0.913 -0.499
C 0.082 1.463 -0.158 0.056
C -1.333 -1.213 -0.344 0.072
C -1.626 -0.181 0.436 -0.201
C -1.089 1.167 0.391 -0.255
C 1.307 1.758 -0.286 0.139
H -1.609 2.059 0.863 0.251
H -2.310 -0.426 1.219 0.228
H -0.252 -1.969 -1.870 0.236
```

Calculated values
E_HOMO ... -8.9 eV
ΔE to the lowest compared entry with this formula, charge and spin ... 6.728 eV
Strongest force on any atom ... 3.08 eV/A
Orbital gap ... 7.43 eV

=====

(2)
Formula: C24H44Cl3N2O4SiTi
Source: the Open Molecules 2025 dataset
Level of theory: ωB97M-V/def2-TZVPD

Structure (XYZ):
```
79
Properties=species:S:1:pos:R:3:lowdin_spin:R:1
Ti -1.456 1.285 0.098 0.922
Cl -2.288 -0.534 1.207 0.024
Cl -1.200 0.026 -1.872 -0.004
Cl -3.269 2.508 -0.124 0.003
Si 0.898 -1.671 -0.004 0.000
O -0.242 2.532 -0.884 0.008
O -0.589 1.842 1.776 0.007
O -0.415 -2.299 -0.840 0.000
O -0.236 5.159 0.968 0.000
N 0.237 1.128 3.772 0.004
N 0.533 3.382 -2.846 0.010
C -1.034 6.283 0.541 0.000
C 2.455 -2.331 -0.805 0.000
C -0.367 -4.673 -0.261 0.000
C -0.002 0.223 4.886 0.000
C 1.629 1.379 3.382 0.001
C -1.111 -3.544 -0.951 0.000
C -0.964 -5.276 0.851 0.000
C -0.773 1.458 2.978 0.007
C 0.755 -2.247 1.791 0.000
C 0.307 5.409 2.274 0.000
C -1.043 -4.935 -3.058 0.000
C -0.025 3.516 -1.649 0.010
C 1.353 0.144 0.084 0.001
C -1.464 -3.832 -2.409 0.000
C 0.874 2.064 -3.387 0.001
C -0.090 6.821 2.740 0.000
C -2.363 -2.852 -3.077 0.000
C 0.692 4.538 -3.715 0.001
C 0.873 -5.113 -0.731 0.000
C 1.592 -6.076 -0.011 0.000
C 1.007 -6.660 1.117 0.000
C -0.275 -6.282 1.530 0.000
C -1.346 -5.239 -4.484 0.000
C -0.923 7.416 1.579 0.000
H -1.915 7.728 1.913 0.000
H -0.085 4.634 2.950 0.000
H 1.571 -1.822 2.395 0.000
H 1.977 0.685 2.602 0.000
H 1.400 5.292 2.218 0.000
H -0.068 -0.821 4.544 0.000
H 2.718 -3.325 -0.424 0.000
H -0.666 6.576 -0.457 0.000
H 1.187 2.215 -4.423 0.000
H 1.553 -7.431 1.661 0.000
H 1.070 5.382 -3.128 0.000
H -2.394 -5.519 -4.657 0.000
H -0.272 4.828 -4.160 0.000
H 2.333 -2.388 -1.894 0.000
H -2.314 -1.882 -2.569 0.000
H -1.786 1.366 3.382 0.001
H 0.994 0.627 0.999 0.000
H 1.013 0.743 -0.768 0.000
H 0.794 7.430 2.937 0.000
H -0.682 6.759 3.655 0.000
H 1.396 4.271 -4.509 0.000
H 2.239 1.210 4.276 0.000
H 2.590 -6.357 -0.356 0.000
H -0.205 -1.957 2.240 0.000
H -3.404 -3.209 -3.074 0.000
H 0.837 -3.343 1.849 0.000
H 3.298 -1.657 -0.593 0.000
H -0.951 0.485 5.367 0.000
H -0.738 -6.100 -4.780 0.000
H -0.492 -5.720 -2.538 0.000
H -1.105 -4.411 -5.163 0.000
H -0.272 4.536 -1.323 0.000
H -0.753 -6.770 2.381 0.000
H 0.834 0.319 5.583 0.000
H 2.454 0.204 0.097 0.000
H -0.415 8.280 1.144 0.000
H -2.073 5.931 0.420 0.000
H -2.061 -2.721 -4.124 0.000
H 0.006 1.390 -3.361 0.000
H -2.072 -3.372 -0.444 0.000
H -1.965 -4.942 1.141 0.000
H 1.252 -4.708 -1.674 0.000
H 1.744 2.413 3.026 0.000
H 1.696 1.603 -2.824 0.000
```

Calculated values
E_HOMO (spin up / spin down) ... -6.9 / -8.2 eV
ΔE to the lowest compared entry with this formula, charge and spin ... 1.164 eV
<S²> ... 0.7528
Strongest force on any atom ... 3.05 eV/A
Orbital gap (spin up / spin down) ... 7.22 / 8.44 eV
2S+1 ... 2

=====

(3)
Formula: C6H10S
Source: the Open Molecules 2025 dataset
Level of theory: ωB97M-V/def2-TZVPD

Structure (XYZ):
```
17
Properties=species:S:1:pos:R:3:lowdin_charge:R:1
S -2.011 2.823 1.629 0.187
C 0.743 -0.249 -0.572 -0.168
C -0.338 -0.045 0.290 -0.231
C -0.690 0.556 1.583 -0.053
C -0.069 -1.187 -1.466 -0.097
C 2.072 0.298 -0.481 -0.043
C -1.175 -0.979 -0.470 -0.173
H 2.625 0.177 -1.432 0.096
H 0.087 0.937 2.145 0.054
H -1.123 1.795 1.193 -0.337
H -1.651 0.168 2.114 0.121
H -0.124 -0.772 -2.467 0.119
H -1.441 -1.828 0.216 0.139
H 0.212 -2.232 -1.597 0.116
H 2.217 1.267 -0.139 0.062
H -2.098 -0.557 -0.786 0.109
H 2.763 -0.171 0.239 0.100
```

Calculated values
E_HOMO ... -8.2 eV
ΔE to the lowest compared entry with this formula, charge and spin ... 5.376 eV
Strongest force on any atom ... 3.57 eV/A
Orbital gap ... 6.57 eV

=====

(4)
Formula: C24H20BrN4O2Ti
Source: the Open Molecules 2025 dataset
Level of theory: ωB97M-V/def2-TZVPD

Structure (XYZ):
```
52
Properties=species:S:1:pos:R:3:lowdin_spin:R:1
Br 6.116 -2.207 2.790 -0.003
Ti 0.109 0.139 -0.559 0.803
O 1.733 -0.274 -0.866 -0.009
O -1.805 0.372 -0.575 0.001
N -0.370 -1.855 -0.675 0.005
N -2.928 -1.139 -1.780 0.000
N 0.427 0.551 1.237 -0.021
N 0.070 2.161 -0.761 0.012
C -1.769 -1.423 -2.618 0.001
C 3.624 -0.984 2.190 0.024
C -0.607 4.222 -1.747 0.001
C -2.851 -0.293 -0.757 0.000
C 0.327 -2.671 0.130 0.011
C -1.562 3.261 2.890 0.001
C 0.650 -3.968 -0.228 0.001
C -0.891 2.032 2.754 -0.005
C -1.140 3.812 0.568 0.002
C 4.739 -1.582 1.647 -0.004
C -0.347 1.684 1.537 0.002
C -1.682 4.134 1.836 -0.006
C 2.566 -0.528 1.371 0.005
C 4.860 -1.731 0.259 0.026
C 0.256 -4.438 -1.473 0.010
C -1.203 4.636 -0.579 0.000
C -0.517 -3.614 -2.285 0.000
C -0.475 2.569 0.420 0.002
C 3.858 -1.280 -0.569 -0.004
C -4.009 -0.158 0.166 0.000
C 2.688 -0.697 -0.057 0.020
C -0.824 -2.337 -1.851 0.010
C 1.479 0.178 1.951 0.101
C 0.021 2.970 -1.802 0.005
H -4.271 0.892 0.291 0.000
H 3.949 -1.377 -1.642 0.000
H 3.560 -0.861 3.261 0.001
H 1.218 -4.586 0.445 0.000
H -0.630 4.839 -2.630 0.000
H 1.555 0.504 2.988 0.004
H 0.512 -5.434 -1.793 0.000
H -0.866 -3.965 -3.244 0.000
H -1.727 5.578 -0.531 0.000
H -1.968 3.523 3.857 0.000
H -2.111 -1.898 -3.541 0.000
H -3.711 -0.524 1.150 0.000
H -2.191 5.078 1.963 0.000
H -1.252 -0.471 -2.863 0.001
H -3.775 -1.665 -1.941 0.000
H 0.510 2.626 -2.712 0.001
H 0.602 -2.265 1.101 0.002
H 5.745 -2.192 -0.153 0.001
H -0.812 1.366 3.603 0.000
H -4.877 -0.712 -0.170 0.000
```

Calculated values
E_HOMO (spin up / spin down) ... -13.4 / -13.8 eV
ΔE to the lowest compared entry with this formula, charge and spin ... 1.707 eV
<S²> ... 0.7668
Strongest force on any atom ... 3.99 eV/A
Charge ... +2
Orbital gap (spin up / spin down) ... 6.74 / 7.09 eV
2S+1 ... 2

=====

Q: Which value of strongest force on any atom does entry 4 give?
A: 3.99 eV/A

=====

Q: Look up the strongest force on any atom of the second one.
A: 3.05 eV/A

=====

Q: Among the records above, which one has the lowest ΔE to the lowest compared entry with this formula, charge and spin?
A: C24H44Cl3N2O4SiTi